Entry 1:
{
  "formula": "C13H26N2O3OsPS2SeSi",
  "method": "ωB97M-V/def2-TZVPD",
  "symbols": ["Os", "Se", "S", "S", "P", "Si", "O", "O", "O", "N", "N", "C", "C", "C", "C", "C", "C", "C", "C", "C", "C", "C", "C", "C", "H", "H", "H", "H", "H", "H", "H", "H", "H", "H", "H", "H", "H", "H", "H", "H", "H", "H", "H", "H", "H", "H", "H", "H", "H", "H"],
  "positions_angstrom": [[-0.2368, 0.0079, -0.2913], [0.8457, -0.8602, -2.3795], [-1.7497, -2.1305, 0.0110], [-0.2261, -0.2834, 2.5572], [-1.7059, -1.4627, 1.9204], [-3.0715, 4.2555, -0.0936], [2.1059, -0.0307, 0.3024], [-3.1495, -0.7816, 2.1104], [-1.6550, -2.7203, 2.9114], [-0.5476, 0.6090, -4.5253], [4.1762, -0.2547, 1.1450], [-2.5363, -4.5817, 4.0977], [4.7546, 0.0498, -0.1477], [-1.9634, 5.8084, -0.0526], [-2.5383, -3.8357, 2.7772], [2.8545, -0.2598, 1.2533], [-4.2701, 4.2916, -1.5775], [-3.8125, -0.6291, 4.4433], [-1.2858, 1.7555, -0.3444], [-4.0304, 4.1391, 1.5580], [-3.4398, 0.1228, 3.1779], [5.0121, -0.4962, 2.3008], [-1.9988, 2.7473, -0.2471], [-0.0336, 0.0544, -3.6576], [-1.3146, 5.7914, 0.8186], [2.4661, -0.4920, 2.2544], [-1.5260, -4.9035, 4.3368], [-4.2701, 0.7288, 2.8106], [-3.3415, 4.0862, 2.3960], [-4.1017, 0.0748, 5.2204], [-4.6718, 5.0035, 1.7100], [-2.5733, 0.7710, 3.3485], [-2.1795, -4.4722, 1.9629], [-4.9061, 5.1729, -1.5597], [-2.8929, -3.9362, 4.8966], [4.3834, -0.6585, -0.8905], [-4.9142, 3.4161, -1.5825], [-1.3285, 5.8586, -0.9314], [-2.9612, -1.2107, 4.7918], [4.8030, -1.4790, 2.7289], [4.4578, 1.0526, -0.4602], [-3.5405, -3.4779, 2.5265], [-3.1863, -5.4473, 4.0247], [-4.6431, -1.3029, 4.2375], [6.0588, -0.4606, 2.0118], [-2.5458, 6.7250, -0.0121], [5.8380, -0.0110, -0.0984], [4.8370, 0.2617, 3.0684], [-4.6555, 3.2525, 1.5907], [-3.7227, 4.2944, -2.5160]],
  "mulliken_spin": [0.94, -0.05, 0.00, 0.01, 0.00, 0.00, 0.05, 0.00, 0.00, -0.01, 0.00, 0.00, 0.00, 0.00, 0.00, -0.01, 0.00, 0.00, -0.15, 0.00, 0.00, 0.00, 0.21, 0.00, 0.00, 0.00, 0.00, 0.00, 0.00, 0.00, 0.00, 0.00, 0.00, 0.00, 0.00, 0.00, 0.00, 0.00, 0.00, 0.00, 0.00, 0.00, 0.00, 0.00, 0.00, 0.00, 0.00, 0.00, 0.00, 0.00],
  "charge": 0,
  "spin_multiplicity": 2,
  "total_energy_ha": -4765.4952,
  "e_lumo_ev": [-1.5, -1.1],
  "e_homo_ha": [-0.299, -0.294],
  "orbital_gap_ha": [0.2460, 0.2530]
}

***

Entry 2:
{
  "formula": "CH2O2S",
  "method": "ωB97M-V/def2-TZVPD",
  "symbols": ["S", "O", "O", "C", "H", "H"],
  "positions_angstrom": [[-1.4363, 0.0535, 0.4112], [1.0965, 0.8102, 0.3548], [0.1673, -0.6937, -1.1091], [0.1706, 0.1949, -0.0286], [1.1073, -1.0338, -1.2018], [-1.1053, 0.6688, 1.5734]],
  "nbo_charge": [0.07, -0.56, -0.73, 0.58, 0.50, 0.14],
  "charge": 0,
  "spin_multiplicity": 1,
  "smiles": "O=C(O)S",
  "total_energy_ha": -587.9666,
  "e_lumo_ev": 0.6,
  "e_homo_ha": -0.382,
  "orbital_gap_ha": 0.4022
}

***

Entry 3:
{
  "formula": "C35H37CrGeN8O",
  "method": "ωB97M-V/def2-TZVPD",
  "symbols": ["Ge", "Cr", "O", "N", "N", "N", "N", "N", "N", "N", "N", "C", "C", "C", "C", "C", "C", "C", "C", "C", "C", "C", "C", "C", "C", "C", "C", "C", "C", "C", "C", "C", "C", "C", "C", "C", "C", "C", "C", "C", "C", "C", "C", "C", "C", "C", "H", "H", "H", "H", "H", "H", "H", "H", "H", "H", "H", "H", "H", "H", "H", "H", "H", "H", "H", "H", "H", "H", "H", "H", "H", "H", "H", "H", "H", "H", "H", "H", "H", "H", "H", "H", "H"],
  "positions_angstrom": [[2.7231, -3.0154, -2.3294], [0.3123, -1.2237, -0.1267], [0.7442, -0.1017, -1.7523], [-0.0865, -2.4966, -1.5932], [-0.8706, 0.4009, 0.5893], [-2.1369, 4.9841, 2.5645], [-3.8426, 3.6645, 3.1163], [1.7977, -0.5237, 1.1939], [4.8842, 0.6357, 3.7461], [-0.4394, -2.6599, 1.0839], [-0.2126, -1.8722, -2.8825], [-0.9972, -4.0555, 2.9507], [-0.9536, 2.7495, 0.9890], [-2.5758, 1.3297, 1.9837], [3.8701, 0.2927, 2.9051], [-2.3504, -3.6172, -2.0278], [1.5788, -0.2656, 2.4899], [-0.2499, -3.0865, 2.3516], [-2.0652, -4.6308, 2.1958], [2.5592, 0.1277, 3.3697], [0.2526, -0.6638, -2.8200], [-2.9489, 7.1155, 3.6818], [-1.9542, 0.2667, 1.3557], [0.0255, 1.7556, -6.3418], [-0.3917, 1.6318, 0.3995], [0.1952, 0.1591, -4.0650], [-1.3263, -3.3763, 0.2618], [-2.9993, 5.7790, 3.2909], [1.2268, -2.8179, -1.0884], [-5.1375, 5.4252, 4.3684], [0.3928, 1.5313, -3.9772], [-4.0171, 7.5811, 4.4203], [4.0923, 0.0736, 1.5423], [-5.0990, 6.7467, 4.7581], [2.7832, -2.0159, -4.0016], [2.7760, -4.9111, -2.8261], [4.4222, -2.6377, -1.4094], [-2.0626, 2.6034, 1.8132], [-0.1664, 0.3817, -6.4356], [-2.7004, 3.7373, 2.5017], [0.3058, 2.3291, -5.1111], [-2.2403, -4.2967, 0.8961], [-4.0639, 4.9343, 3.6235], [-1.2711, -3.1653, -1.0886], [3.0458, -0.3282, 0.7461], [-0.0855, -0.4140, -5.3031], [-4.0246, 8.6130, 4.7472], [1.9534, -2.3055, -4.6473], [0.5586, -0.3842, 2.8353], [-0.0440, 2.3743, -7.2279], [1.8576, -5.1850, -3.3504], [2.7434, -0.9359, -3.8461], [-3.4497, 1.1778, 2.6019], [5.0765, 0.2053, 1.1092], [0.4573, 3.3990, -5.0318], [-0.5205, 3.7187, 0.7772], [-2.1188, 7.7590, 3.4203], [3.6237, -5.1058, -3.4895], [-2.3210, -0.7467, 1.4746], [3.7259, -2.2635, -4.4970], [3.1915, -0.5092, -0.3080], [5.7913, 0.8555, 3.3795], [-2.3706, -4.7090, -2.1450], [-2.1936, -3.1838, -3.0114], [4.6865, 0.9039, 4.6919], [-1.2490, 5.2590, 2.1855], [-3.0162, -4.7588, 0.2992], [0.6179, 1.9636, -3.0115], [-0.3797, -0.0709, -7.3963], [0.5318, -2.5883, 2.9150], [4.3711, -2.8765, -0.3448], [5.2143, -3.2415, -1.8594], [0.4625, 1.7098, -0.2604], [2.3119, 0.3032, 4.4097], [-5.9683, 4.7799, 4.6254], [4.6974, -1.5862, -1.5271], [-0.8024, -4.3401, 3.9753], [-3.3360, -3.3103, -1.6714], [-5.9164, 7.1569, 5.3365], [1.1864, -3.7454, -0.5231], [2.8709, -5.5503, -1.9451], [-2.7213, -5.3588, 2.6600], [-0.2402, -1.4835, -5.3598]],
  "mulliken_spin": [0.00, 1.61, 0.00, -0.15, -0.04, 0.00, 0.00, -0.04, 0.00, -0.13, 0.02, -0.06, 0.00, -0.01, 0.00, 0.00, 0.00, 0.05, 0.00, 0.00, 0.00, 0.00, 0.03, 0.00, 0.01, 0.00, -0.07, 0.00, -0.16, 0.00, 0.00, 0.00, 0.00, 0.00, 0.00, -0.01, 0.00, 0.00, 0.00, 0.00, 0.00, -0.03, 0.00, -0.02, 0.01, 0.00, 0.00, 0.00, 0.00, 0.00, 0.00, 0.00, 0.00, 0.00, 0.00, 0.00, 0.00, 0.00, -0.01, 0.00, 0.00, 0.00, -0.01, 0.00, 0.00, 0.00, -0.01, 0.00, 0.00, -0.01, 0.00, 0.00, 0.00, 0.00, 0.00, 0.00, 0.00, 0.00, 0.00, 0.00, 0.00, 0.00, 0.00],
  "charge": 0,
  "spin_multiplicity": 2,
  "total_energy_ha": -4990.5831,
  "e_lumo_ev": [-0.5, -0.4],
  "e_homo_ha": [-0.217, -0.213],
  "orbital_gap_ha": [0.1982, 0.1968]
}

***

We obtain largest force on an atom values of 2.6, 3.3, 1.5 eV/A for the records listed above, in that order.